Density functional theory data (ωB97M-V with the def2-TZVPD basis set) for a cluster of 2 separate species, C5H12N2 in total.

CARTESIAN COORDINATES (ANGSTROEM)
H  -1.5484  -1.7412  1.9425
N  -1.7305  -0.8938  1.4485
C  -2.8931  -0.9052  0.9447
N  -3.3296  0.0909  0.1097
H  -3.6812  -1.6263  1.1788
H  -2.7266  0.8957  0.0494
H  -4.2998  0.3233  0.1231
C  0.5990  1.9331  -0.2812
C  1.5754  0.8189  -0.0882
C  1.7981  -0.1744  -0.9403
C  2.7540  -1.3038  -0.6769
H  -0.2998  1.7415  0.3116
H  0.9834  2.8764  0.1158
H  0.3871  2.0855  -1.3389
H  2.0979  0.8381  0.8649
H  1.3188  -0.1811  -1.9151
H  3.3240  -1.1265  0.2346
H  3.4616  -1.4067  -1.5024
H  2.2098  -2.2443  -0.5805

## Properties
HOMO level: -8.83 eV
structure (SMILES): [H]/N=C/N.C/C=C/C
electronic energy: -8359.0336 eV
LUMO level: 1.1 eV

Density functional theory data (ωB97M-V with the def2-TZVPD basis set) for the ion C5H10N3S with charge +1.

CARTESIAN COORDINATES (ANGSTROEM)
C  -3.1530  0.4688  -0.6956
C  -0.8588  0.5033  -0.1061
C  0.8087  -1.1951  0.7839
C  1.1027  1.3580  1.1187
C  0.5182  0.1886  0.2937
N  -1.5567  1.9789  0.5180
N  -1.8680  -0.1012  -0.7502
N  -1.7265  -1.2441  -1.3657
S  -3.0735  1.9534  0.1718
H  -4.0195  -0.1135  -0.9525
H  0.6228  -1.8392  -0.0334
H  0.3513  -1.4748  1.6191
H  1.9586  -1.2967  0.9191
H  0.7815  2.3623  0.7215
H  2.2070  1.1611  1.1813
H  0.7956  1.2449  2.1162
H  1.1897  0.3115  -0.6787
H  -0.8676  -1.6843  -1.3665
H  -2.3310  -1.4985  -2.2996

## Properties
net charge: +1
HOMO level (alpha / beta): -13.75 / -13.75 eV
electronic energy: -20641.2704 eV
LUMO level (alpha / beta): -4.8 / -4.8 eV

Density functional theory data (ωB97M-V with the def2-TZVPD basis set) for a structure of composition C27H35ClGaN2O2.

CARTESIAN COORDINATES (ANGSTROEM)
Ga  1.3627  -0.0191  -0.4183
Cl  2.0948  -0.0721  -2.4332
N  0.4221  1.9115  -0.3386
N  0.3310  -1.8867  -0.2980
C  -0.2902  2.6743  -1.1772
C  -0.3471  -2.6493  -1.1672
C  1.3262  2.8241  0.4279
C  1.4392  3.9907  -0.5287
C  2.6628  2.1820  0.7468
C  0.6249  3.2812  1.7119
H  3.1390  1.8247  -0.1735
H  2.5206  1.3838  1.4899
H  3.3337  2.9132  1.2062
H  -0.2380  3.9312  1.4910
H  1.3242  3.8574  2.3373
H  0.2624  2.4221  2.2892
C  1.2275  -2.7986  0.4762
C  1.3774  -3.9520  -0.4868
C  0.4980  -3.2635  1.7321
C  2.5391  -2.1461  0.8503
H  3.0583  -1.7903  -0.0457
H  3.1893  -2.8748  1.3375
H  2.3524  -1.3543  1.5865
H  -0.4043  -3.8546  1.4902
H  0.1871  -2.3898  2.3232
H  1.1697  -3.8943  2.3387
O  0.1740  -3.8522  -1.3536
H  1.3873  -4.9477  -0.0367
H  2.2434  -3.8648  -1.1479
O  0.2241  3.8785  -1.3769
H  2.2953  3.9246  -1.2051
H  1.4470  4.9809  -0.0636
C  -1.6455  2.4303  -1.7972
C  -1.6847  -2.4135  -1.8276
C  -1.7894  -1.1753  -2.6769
H  -2.4319  -2.3775  -1.0156
H  -1.8801  -3.3182  -2.4185
C  -2.2939  0.0165  -2.1324
C  -1.7647  1.2026  -2.6620
H  -3.0167  0.0297  -1.3159
C  -1.5331  1.2348  -4.0414
C  -1.4314  0.0236  -4.7372
C  -1.4164  2.5287  -4.7875
C  -1.5498  -1.1950  -4.0584
H  -1.1950  0.0304  -5.8004
C  -1.4390  -2.4830  -4.8197
H  -1.3822  -2.2724  -5.8934
H  -2.3206  -3.1177  -4.6440
H  -0.5505  -3.0695  -4.5435
H  -2.2928  3.1729  -4.6141
H  -1.3610  2.3221  -5.8618
H  -0.5227  3.1068  -4.5114
H  -1.8735  3.3333  -2.3778
H  -2.3622  2.3763  -0.9597
C  -0.3365  -0.1018  2.3866
C  -0.3530  -0.0916  3.7863
C  -1.4249  -0.6981  4.5222
C  -1.4318  -0.6742  5.9112
C  -0.4060  -0.0202  6.6243
C  0.6438  0.6039  5.9239
C  0.6896  0.5677  4.5342
H  0.5331  0.2998  1.8565
H  -1.1644  -0.4704  1.7768
H  -2.2217  -1.1890  3.9584
H  -2.2394  -1.1654  6.4518
H  -0.4453  0.0255  7.7151
H  1.4411  1.1187  6.4813
H  1.5188  1.0394  3.9835

## Properties
net charge: -1
HOMO level: -1.53 eV
electronic energy: -100538.9558 eV
LUMO level: 2.5 eV

Density functional theory data (ωB97M-V with the def2-TZVPD basis set) for a structure of composition F8KN4O16S8.

CARTESIAN COORDINATES (ANGSTROEM)
K  -20.1913  -4.6097  -4.6705
N  -19.8346  -5.7955  -2.0286
S  -19.8303  -7.2763  -1.4344
O  -20.9700  -8.0925  -1.6898
O  -19.0916  -7.4911  -0.2287
F  -18.7632  -7.8396  -2.5234
S  -20.8221  -5.1281  -0.8789
O  -20.2407  -4.8534  0.3822
O  -22.1867  -5.4964  -0.9481
F  -20.8267  -3.6822  -1.5734
N  -17.8428  -3.6871  -5.4642
S  -18.0424  -2.0079  -5.7261
O  -19.2418  -1.6048  -6.3458
O  -16.8270  -1.3209  -6.0192
F  -18.3074  -1.7321  -4.1762
S  -17.1865  -3.9677  -6.8623
O  -15.7899  -4.2662  -6.8652
O  -17.7493  -3.3954  -8.0466
F  -17.8697  -5.4397  -7.0364
N  -24.3776  -6.3998  -5.9290
S  -23.0041  -7.1660  -6.3775
O  -23.0698  -8.5917  -6.2881
O  -21.7907  -6.4571  -6.1555
F  -23.2307  -6.9497  -7.9508
S  -24.1602  -6.3293  -4.3620
O  -23.0636  -5.4985  -3.9941
O  -24.4259  -7.5005  -3.5935
F  -25.4388  -5.4015  -4.0455
N  -23.0419  -2.1105  -7.5404
S  -22.4315  -1.2702  -6.2813
O  -22.1002  0.0815  -6.5670
O  -21.7909  -2.0167  -5.2530
F  -23.9111  -1.1192  -5.6116
S  -21.7486  -2.8869  -8.0438
O  -21.2188  -3.9186  -7.2345
O  -20.8362  -2.0857  -8.7918
F  -22.5402  -3.6319  -9.2451

## Properties
net charge: -3
HOMO level: -2.42 eV
electronic energy: -163468.1655 eV
LUMO level: 6.2 eV

Density functional theory data (ωB97M-V with the def2-TZVPD basis set) for a cluster of 2 separate species, C12H22NO8PS in total.

CARTESIAN COORDINATES (ANGSTROEM)
O  -1.0831  -0.0855  4.1573
C  -1.6364  0.9546  3.9162
C  -0.9875  2.0981  3.1965
C  -0.7513  1.8427  1.6757
P  -0.8304  3.4629  0.6788
O  -1.6024  4.4127  1.7457
O  -2.0321  3.2604  -0.4371
C  0.7613  1.4803  1.5077
C  0.7743  0.9791  0.0915
O  1.6120  1.1208  -0.7528
N  -0.4478  0.3577  -0.1081
C  -1.3506  0.5469  1.0626
C  -2.7987  0.5285  0.5643
C  -3.8021  1.0237  1.6250
C  -4.8693  1.9282  1.1463
O  -3.6778  2.3363  2.0210
H  -2.6805  1.1073  4.2360
H  -1.5910  2.9829  3.3651
H  -0.0189  2.2631  3.6644
H  -2.2363  5.0014  1.3190
H  -1.6947  2.6241  -1.0854
H  0.9386  0.6698  2.2117
H  1.4212  2.3353  1.6111
H  -0.4231  -0.5522  -0.5444
H  -1.1713  -0.3073  1.7162
H  -2.9273  1.1304  -0.3201
H  -3.0946  -0.5098  0.4066
H  -4.0940  0.2996  2.3889
H  -4.6377  2.4875  0.2504
H  -5.6869  2.2527  1.7693
C  3.1101  -1.3774  -1.6078
C  4.1733  -1.9498  -2.5181
O  4.0544  -3.3841  -2.7132
S  2.8712  -3.9118  -3.6227
C  3.4209  -5.5764  -3.7593
O  2.9426  -3.2676  -4.8979
O  1.6454  -3.8877  -2.8851
H  2.1205  -1.4633  -2.0510
H  3.3030  -0.3261  -1.4222
H  3.0998  -1.9123  -0.6564
H  4.1738  -1.4579  -3.4916
H  5.1613  -1.8175  -2.0830
H  4.3615  -5.5959  -4.3015
H  2.6511  -6.1137  -4.3085
H  3.5297  -5.9907  -2.7611

## Properties
HOMO level: -8.57 eV
structure (SMILES): O=CC[C@@]1(P(O)O)CC(=O)N[C@@H]1C[C@@H]1CO1.CCOS(C)(=O)=O
electronic energy: -50793.3163 eV
LUMO level: 0.7 eV

Density functional theory data (ωB97M-V with the def2-TZVPD basis set) for an isolated molecule of C5H8O.

CARTESIAN COORDINATES (ANGSTROEM)
C  -2.5020  0.2664  -1.7198
C  -1.2629  -0.1679  -1.5069
C  -0.4294  0.3421  -0.4178
C  0.6982  -0.2546  -0.0279
C  1.5549  0.3347  1.0685
O  1.7148  -0.5547  2.1822
H  -2.9520  1.0207  -1.0868
H  -3.1543  -0.2116  -2.4391
H  -0.8564  -0.9695  -2.1146
H  -0.7271  1.2373  0.1039
H  0.9297  -1.2628  -0.3438
H  1.0887  1.2386  1.4468
H  2.5469  0.4008  0.6296
H  0.8433  -0.7897  2.5156

## Properties
HOMO level: -8.94 eV
structure (SMILES): C=C/C=C/CO
electronic energy: -7360.5854 eV
LUMO level: 0.9 eV

Please write out number 6 again, unchanged.
Density functional theory data (ωB97M-V with the def2-TZVPD basis set) for an isolated molecule of C5H8O.

CARTESIAN COORDINATES (ANGSTROEM)
C  -2.5020  0.2664  -1.7198
C  -1.2629  -0.1679  -1.5069
C  -0.4294  0.3421  -0.4178
C  0.6982  -0.2546  -0.0279
C  1.5549  0.3347  1.0685
O  1.7148  -0.5547  2.1822
H  -2.9520  1.0207  -1.0868
H  -3.1543  -0.2116  -2.4391
H  -0.8564  -0.9695  -2.1146
H  -0.7271  1.2373  0.1039
H  0.9297  -1.2628  -0.3438
H  1.0887  1.2386  1.4468
H  2.5469  0.4008  0.6296
H  0.8433  -0.7897  2.5156

## Properties
HOMO level: -8.94 eV
structure (SMILES): C=C/C=C/CO
electronic energy: -7360.5854 eV
LUMO level: 0.9 eV

Question: electronic energy of number 2 (C5H10N3S)?
Answer: -20641.2704 eV

Question: Number 6 is which compound?
Answer: C5H8O